Below is an isolated molecule of C2H3F3O in a non-equilibrium geometry, with properties calculated with ωB97M-V/def2-TZVPD.

XYZ file:
```
9
Properties=species:S:1:pos:R:3:forces:R:3:lowdin_charge:R:1
F 0.249530 -0.568475 1.185935 1.05 -0.83 0.64 0.131
F 1.412919 0.891840 0.053341 1.13 0.35 0.22 0.172
O -1.970903 -0.114897 -0.168903 -0.40 -0.29 -1.73 -0.007
C -0.861021 0.708628 -0.256728 -0.47 1.51 -0.97 -0.174
H -1.999597 -0.494854 0.689534 -0.06 -0.53 1.17 0.077
C 0.450986 0.001692 -0.013115 -1.81 0.06 -0.39 -0.646
H -0.983728 1.458676 0.530407 0.69 0.25 -0.06 0.136
F 0.789592 -0.941890 -0.907884 -0.09 0.22 0.42 0.155
H -0.857605 1.260167 -1.232188 -0.04 -0.74 0.70 0.155
```
Positions in Å, forces in eV/Å.

E_tot = -12322.6285 eV
SMILES string = OCC(F)(F)F
LUMO level = 0.8 eV
HOMO energy = -11.217 eV